Version P
19
Properties=species:S:1:pos:R:3:nbo_charge:R:1 method="wB97M-V/def2-TZVPD" gap_ev=5.872 total_charge=-1 e_homo_ha=-0.0825 mol_weight_g_mol=106.14
O 0.82 2.83 -1.91 -0.9599
O -2.68 -0.02 2.24 -0.9546
N -0.15 0.12 0.45 -0.6844
C 0.57 1.51 -1.65 -0.0418
C 1.43 -1.74 0.06 -0.6183
C -0.32 1.28 -0.37 -0.2610
C 0.00 -1.35 0.39 -0.2271
H -2.36 -0.35 1.38 0.4795
H 1.51 -2.94 0.09 0.1772
H -1.37 1.50 -0.58 0.1482
H -0.45 -1.72 -0.54 0.1848
H 1.44 0.80 -1.46 0.0533
H -0.14 1.16 -2.39 0.0884
H 2.24 -1.32 0.64 0.1944
H -0.08 2.19 0.22 0.1981
H -0.54 -1.77 1.24 0.1855
H 1.73 -1.36 -0.96 0.2278
H -2.35 0.88 2.14 0.4733
H 0.70 0.31 1.01 0.3368

Version Q
19
Properties=species:S:1:pos:R:3:nbo_charge:R:1 method="wB97M-V/def2-TZVPD" gap_ev=6.814 total_charge=-1 e_homo_ha=-0.1065 mol_weight_g_mol=106.14
O -1.35 -1.03 -3.32 -1.0304
O 2.27 -0.21 0.14 -0.9434
N -0.07 0.69 -0.73 -0.9113
C 1.83 0.23 1.34 -0.0057
C -0.61 -0.07 0.44 -0.0525
C 0.36 -0.26 1.62 -0.4844
C -1.94 0.66 0.95 -0.6226
H 0.03 1.60 -0.29 0.3196
H -1.83 1.44 1.67 0.1928
H 0.56 -1.22 1.97 0.1946
H 2.44 -0.21 2.17 0.1124
H -0.56 -0.44 -2.95 0.5398
H 0.19 0.42 2.47 0.1693
H 0.90 0.25 -0.56 0.4262
H -2.49 1.02 0.05 0.1986
H -2.74 -0.07 1.31 0.1848
H -0.91 -1.01 0.07 0.1689
H -2.06 -1.39 -2.76 0.4832
H 1.75 1.41 1.28 0.0600

Version R
19
Properties=species:S:1:pos:R:3:nbo_charge:R:1 method="wB97M-V/def2-TZVPD" gap_ev=7.242 total_charge=-1 e_homo_ha=-0.1321 mol_weight_g_mol=106.14
O -1.80 -1.98 -1.82 -1.2959
O 0.52 -0.98 -2.22 -0.7985
N 1.42 0.88 0.92 -0.5887
C -0.28 -1.22 0.73 -0.6323
C 0.73 -0.27 0.06 -0.1392
C 0.17 1.33 0.93 0.0912
C 0.45 0.16 -1.37 -0.0795
H 1.17 0.90 -1.70 0.1621
H 1.68 -0.85 -0.07 0.2594
H -0.21 2.26 0.46 0.1280
H 1.12 2.81 3.06 0.0266
H 0.03 -1.39 1.75 0.1900
H -0.55 1.02 1.69 0.1347
H -0.56 0.62 -1.46 0.1536
H -2.39 -2.15 -2.56 0.4091
H -1.29 -0.83 0.67 0.2168
H 0.48 3.21 2.99 -0.0242
H -0.44 -1.33 -2.28 0.5231
H -0.25 -2.19 0.21 0.2637

Decreasing stability: version Q, version P, version R

Version P
18
Properties=species:S:1:pos:R:3:nbo_charge:R:1 method="wB97M-V/def2-TZVPD" gap_ev="8.177 / 8.423" total_charge=0 e_homo_ha="-0.3276 / -0.3297" mol_weight_g_mol=122.12
O -1.31 -0.63 0.77 -0.7167
O -0.56 1.29 1.89 -0.7238
O 1.57 -0.61 -0.78 -0.4013
N 0.86 -0.54 1.46 -0.4476
N 0.06 0.91 -0.27 -0.5218
C -1.01 1.56 -0.99 -0.4209
C 1.04 -1.83 -1.13 -0.3004
C -0.22 0.22 1.00 0.6708
H -1.36 2.44 -0.44 0.1926
H 1.63 0.07 1.73 0.3340
H -0.04 -1.79 -1.31 0.2036
H -0.79 0.92 2.74 0.4742
H 0.92 1.44 -0.23 0.3888
H -1.04 -1.48 1.13 0.4929
H 1.50 -2.09 -2.10 0.1807
H -0.64 1.87 -1.97 0.2072
H 1.24 -2.61 -0.38 0.1691
H -1.84 0.87 -1.12 0.2183

Version Q
18
Properties=species:S:1:pos:R:3:nbo_charge:R:1 method="wB97M-V/def2-TZVPD" gap_ev=9.974 total_charge=0 e_homo_ha=-0.3417 smiles="NC(=O)[C@@H](N)CO.O" mol_weight_g_mol=122.12
O 0.71 -0.67 0.16 -0.6262
O -2.20 0.92 2.21 -0.7417
O 4.78 -2.54 -1.00 -0.9421
N 0.31 0.33 -1.92 -0.8064
N -2.08 1.25 -0.62 -0.8622
C -1.42 0.04 1.44 -0.0760
C -0.91 0.97 0.28 -0.1694
C 0.04 0.08 -0.58 0.6691
H 3.95 -2.32 -0.78 0.4693
H -2.11 2.29 -0.58 0.3607
H -0.63 -0.49 2.10 0.1991
H -2.95 0.86 -0.38 0.3731
H 0.86 -0.36 -2.44 0.3941
H -0.74 1.92 0.84 0.2286
H -0.22 0.79 -2.57 0.4016
H -2.04 -0.82 1.20 0.1867
H -1.66 1.39 2.86 0.4691
H 5.37 -2.58 -0.27 0.4726

Decreasing stability: version Q, version P

Version P
14
Properties=species:S:1:pos:R:3:nbo_charge:R:1 method="wB97M-V/def2-TZVPD" gap_ev=11.057 total_charge=0 e_homo_ha=-0.3770 smiles=CO[C@@H](O)N(O)O mol_weight_g_mol=109.08
O -0.13 1.60 -1.43 -0.5735
O 0.90 0.14 0.64 -0.5563
O -2.21 0.53 -1.09 -0.5764
O -1.15 -0.89 0.93 -0.6901
N -0.98 1.04 -0.41 0.0556
C 1.83 -0.92 0.65 -0.2582
C -0.36 -0.23 -0.02 0.4579
H 2.70 -0.61 1.24 0.1963
H -2.85 1.20 -0.80 0.4774
H 2.16 -1.14 -0.37 0.1688
H -0.16 -0.88 -0.89 0.1590
H -1.64 -0.15 1.32 0.4744
H 0.47 2.14 -0.89 0.4841
H 1.40 -1.82 1.11 0.1811

Version Q
14
Properties=species:S:1:pos:R:3:nbo_charge:R:1 method="wB97M-V/def2-TZVPD" gap_ev=10.886 total_charge=0 e_homo_ha=-0.3830 smiles="O=CNC=O.O.O" mol_weight_g_mol=109.08
O 1.07 1.37 1.72 -0.5637
O 0.90 -3.03 -0.68 -0.9415
O 0.40 1.81 -3.30 -0.9249
O -1.85 -0.68 2.34 -0.5383
N -0.73 0.44 0.74 -0.6937
C 0.66 0.74 0.78 0.5385
C -1.33 0.37 2.03 0.5276
H -0.49 2.13 -3.15 0.4622
H 1.17 0.20 -0.01 0.1472
H -1.20 -0.22 0.13 0.4128
H 0.66 -2.74 0.20 0.4677
H 0.82 -3.99 -0.68 0.4744
H 0.87 2.54 -2.90 0.4632
H -0.94 1.07 2.78 0.1686

Version R
14
Properties=species:S:1:pos:R:3:nbo_charge:R:1 method="wB97M-V/def2-TZVPD" gap_ev=11.175 total_charge=0 e_homo_ha=-0.3953 smiles="O=CNC=O.O.O" mol_weight_g_mol=109.08
O -0.01 -0.47 2.43 -0.4874
O -1.72 1.12 0.04 -0.9621
O -1.50 -0.07 -2.87 -0.9529
O 1.74 0.90 -0.19 -0.5713
N 0.58 -1.00 0.27 -0.7360
C 1.18 -0.09 -0.57 0.5330
C 0.77 -0.99 1.70 0.5616
H -1.92 2.06 0.08 0.4788
H -0.26 -1.49 0.01 0.4205
H -1.54 -0.04 -1.90 0.4812
H -0.90 1.04 0.57 0.4850
H -1.57 0.85 -3.13 0.4707
H 1.08 -0.41 -1.62 0.1446
H 1.64 -1.55 2.07 0.1343

Decreasing stability: version R, version Q, version P

Version P
9
Properties=species:S:1:pos:R:3:nbo_charge:R:1 method="wB97M-V/def2-TZVPD" gap_ev="7.287 / 9.656" total_charge=0 e_homo_ha="-0.3954 / -0.4278" mol_weight_g_mol=94.05
F 0.83 -2.28 -0.15 -0.1880
O 1.03 1.82 -0.44 -0.3609
O 2.11 0.16 0.53 -0.2655
N 0.16 -0.02 -0.56 -0.0234
N 1.22 0.66 -0.03 0.5945
C -1.07 -0.06 0.07 -0.4896
H -1.18 0.72 0.73 0.2144
H -1.16 -1.03 0.61 0.2776
H -1.94 0.02 -0.77 0.2408

Version Q
9
Properties=species:S:1:pos:R:3:nbo_charge:R:1 method="wB97M-V/def2-TZVPD" gap_ev=9.315 total_charge=0 e_homo_ha=-0.3767 mol_weight_g_mol=94.05
F -0.78 -1.76 0.34 -0.1950
O -0.85 1.47 -0.57 -0.4111
O -2.43 0.30 0.36 -0.3735
N -0.53 -0.64 -0.31 0.0295
N -1.33 0.47 -0.10 0.5809
C 1.45 -0.07 0.05 -0.3233
H 2.00 -0.97 0.21 0.2159
H 0.92 0.59 0.86 0.2371
H 1.55 0.61 -0.84 0.2395

Decreasing stability: version Q, version P

Version P
18
Properties=species:S:1:pos:R:3:nbo_charge:R:1 method="wB97M-V/def2-TZVPD" gap_ev=9.335 total_charge=0 e_homo_ha=-0.3090 smiles="CC1=C2[C@H]1[C@H]2C.P" mol_weight_g_mol=114.13
P -3.25 -2.40 0.79 0.0225
C 1.97 0.39 0.36 -0.0219
C -0.15 0.64 0.43 -0.2916
C 0.86 -0.37 -0.04 -0.0553
C 3.44 0.31 0.34 -0.6570
C 1.08 1.41 0.05 -0.1219
C -1.35 0.81 -0.46 -0.6102
H -1.02 0.99 -1.46 0.2026
H 3.86 0.30 1.37 0.2412
H -1.95 -2.79 0.86 -0.0079
H -0.56 0.61 1.45 0.2282
H 3.75 -0.66 -0.20 0.2411
H -2.11 1.52 -0.21 0.2089
H 1.29 2.10 -0.78 0.2013
H -1.83 -0.12 -0.45 0.2127
H 3.81 1.19 -0.23 0.2229
H -3.53 -3.23 -0.30 -0.0056
H -3.00 -1.29 -0.12 -0.0101

Version Q
18
Properties=species:S:1:pos:R:3:nbo_charge:R:1 method="wB97M-V/def2-TZVPD" gap_ev=9.702 total_charge=0 e_homo_ha=-0.3352 mol_weight_g_mol=114.13
P 0.45 0.41 0.30 0.6612
C -3.55 0.81 -0.48 -0.2313
C 1.78 0.77 -2.16 -0.6471
C -2.53 0.87 -1.14 -0.2478
C 1.27 1.34 -0.80 -0.6171
C -0.75 -1.98 0.38 -0.6164
C 0.22 -1.29 -0.58 -0.6913
H -0.21 -1.23 -1.59 0.2140
H 1.12 -0.03 -2.54 0.2121
H -4.54 0.85 -0.07 0.2382
H 1.41 2.37 -0.60 0.2188
H -0.14 -2.22 1.30 0.2060
H -1.51 -1.26 0.47 0.2146
H -1.11 -2.87 -0.05 0.2074
H 1.15 -1.80 -0.59 0.2162
H 2.73 0.40 -2.13 0.2169
H -1.56 1.07 -1.47 0.2341
H 1.76 1.53 -2.99 0.2116

Decreasing stability: version Q, version P

Version P
18
Properties=species:S:1:pos:R:3:nbo_charge:R:1 method="wB97M-V/def2-TZVPD" gap_ev=9.913 total_charge=0 e_homo_ha=-0.3217 mol_weight_g_mol=114.13
P 1.62 -0.78 0.58 0.5671
C 0.20 -0.56 -0.55 -0.4976
C -2.07 -0.93 0.17 -0.1503
C -2.08 0.52 0.59 -0.4955
C -0.97 -1.42 -0.39 -0.2541
C -0.78 1.17 0.23 -0.3320
C 2.68 0.58 -0.09 -0.9133
H 3.69 0.48 0.32 0.2313
H 2.24 -1.80 -0.17 -0.0629
H -0.79 1.84 -0.61 0.2012
H -0.15 1.49 1.05 0.1976
H 2.27 1.53 0.24 0.2248
H -2.26 0.57 1.67 0.2196
H 0.48 -0.29 -1.57 0.2114
H 2.73 0.55 -1.18 0.2172
H -2.92 1.02 0.10 0.2156
H -0.91 -2.45 -0.71 0.2166
H -2.96 -1.51 0.34 0.2033

Version Q
18
Properties=species:S:1:pos:R:3:nbo_charge:R:1 method="wB97M-V/def2-TZVPD" gap_ev=9.825 total_charge=0 e_homo_ha=-0.3507 smiles="C=CCCC.C#P" mol_weight_g_mol=114.13
P -0.73 0.70 3.06 0.5382
C 1.72 1.66 -0.61 -0.6154
C 0.43 0.85 -1.07 -0.4058
C -0.93 -2.57 -0.04 -0.4195
C -2.19 0.90 2.58 -0.7694
C 0.59 -0.60 -0.55 -0.4591
C -0.79 -1.31 -0.45 -0.1596
H 2.04 2.53 -1.28 0.2091
H 2.59 0.96 -0.77 0.1994
H -1.67 -0.64 -0.64 0.1952
H -0.01 -3.13 0.23 0.1917
H -3.16 0.61 2.14 0.2324
H -0.37 1.47 -0.66 0.2131
H 0.88 -0.26 0.45 0.2107
H 0.55 1.05 -2.09 0.2050
H 1.68 2.07 0.44 0.2034
H 1.31 -1.30 -0.88 0.2248
H -1.92 -2.98 0.15 0.2056

Decreasing stability: version P, version Q

Version P
10
Properties=species:S:1:pos:R:3:nbo_charge:R:1 method="wB97M-V/def2-TZVPD" gap_ev=10.381 total_charge=0 e_homo_ha=-0.3555 smiles=N#CNCN mol_weight_g_mol=71.08
N 0.66 -0.62 0.39 -0.8420
N -3.46 -0.39 -0.18 -0.3864
N -1.26 0.69 0.40 -0.6507
C -2.49 0.12 0.21 0.4204
C -0.16 0.29 -0.37 -0.0531
H 0.27 1.19 -0.70 0.1801
H -0.59 -0.30 -1.21 0.1999
H -1.04 1.22 1.17 0.4025
H 0.91 -1.32 -0.34 0.3608
H 1.68 -0.35 0.68 0.3685

Version Q
10
Properties=species:S:1:pos:R:3:nbo_charge:R:1 method="wB97M-V/def2-TZVPD" gap_ev=9.345 total_charge=0 e_homo_ha=-0.3945 mol_weight_g_mol=71.08
N 0.23 -0.94 0.74 -0.8015
N -3.44 0.30 0.63 -0.4280
N -0.70 0.38 -0.99 -0.4576
C 0.35 0.21 -0.15 -0.1336
C -2.46 0.41 0.07 0.2567
H -0.63 -0.72 1.35 0.3647
H 0.87 0.95 0.57 0.1985
H 1.29 0.10 -0.87 0.2437
H -0.91 1.42 -1.31 0.4030
H -0.07 -1.71 0.22 0.3540

Version R
10
Properties=species:S:1:pos:R:3:nbo_charge:R:1 method="wB97M-V/def2-TZVPD" gap_ev=8.831 total_charge=0 e_homo_ha=-0.2950 mol_weight_g_mol=71.08
N -0.72 -0.39 1.19 -0.6148
N -0.92 1.02 0.01 -0.2727
N 0.16 1.09 -0.84 -0.6039
C -0.13 -1.41 0.58 0.1458
C 0.84 -1.94 0.04 -0.3560
H 0.21 0.53 -1.67 0.3792
H -1.60 -0.47 1.68 0.3824
H -0.95 1.73 0.73 0.3572
H 1.11 1.23 -0.55 0.3569
H 1.62 -2.58 -0.23 0.2260

Version S
10
Properties=species:S:1:pos:R:3:nbo_charge:R:1 method="wB97M-V/def2-TZVPD" gap_ev="8.782 / 7.978" total_charge=0 e_homo_ha="-0.3488 / -0.3119" mol_weight_g_mol=71.08
N 0.33 0.55 1.55 -0.2584
N -0.80 -0.28 -0.38 -0.2350
N -1.95 0.34 -0.15 -0.5087
C 1.61 -0.23 -0.31 -0.6315
C 0.23 0.04 0.43 0.2136
H -2.14 0.56 0.76 0.3587
H 2.14 0.62 0.04 0.2314
H 1.36 -0.27 -1.38 0.2330
H 1.91 -1.22 0.08 0.2282
H -2.68 -0.10 -0.62 0.3686

Decreasing stability: version P, version S, version Q, version R

Version P
84
Properties=species:S:1:pos:R:3:lowdin_charge:R:1 method="wB97M-V/def2-TZVPD" gap_ev="6.239 / 6.857" total_charge=0 e_homo_ha="-0.2337 / -0.2606" mol_weight_g_mol=738.74 spin_multiplicity=4
V -0.40 -0.18 0.26 0.5857
S 0.53 -2.36 -0.62 0.6197
O -0.58 2.56 -1.88 0.0649
O 2.37 1.82 1.51 -0.0016
N -1.30 -0.34 -1.67 -0.0772
N 5.05 -0.79 -1.50 0.0392
N -3.82 -3.08 2.63 0.0916
N -2.10 1.21 0.31 0.0333
N -0.75 -1.07 -2.67 0.0025
N -1.94 -1.59 1.22 0.0467
N 0.17 -0.41 2.38 0.0709
N 0.92 -0.68 4.38 0.0397
N 0.76 -2.61 -3.27 -0.0198
N 0.67 1.76 -0.09 0.1098
N -0.21 -1.41 4.36 0.1340
N 3.00 -0.15 -1.00 0.0649
N 1.76 3.70 0.38 0.1468
C -1.81 -1.82 2.52 -0.1838
C -3.93 -2.87 1.31 -0.0968
C -2.76 -2.56 3.22 -0.0587
C -2.38 6.63 0.59 -0.1024
C 2.14 5.94 -1.78 -0.0309
C -3.86 2.14 -1.00 0.0019
C 1.87 3.92 -3.03 -0.0244
C -2.33 0.39 -1.93 -0.3022
C -2.42 2.04 1.30 -0.1075
C -0.63 -1.23 3.13 -0.3062
C 1.62 4.65 -1.88 -0.1440
C 0.15 -1.97 -2.26 -0.7667
C -2.23 6.28 -0.75 -0.0782
C -3.00 -2.13 0.61 -0.0815
C -3.44 2.96 1.21 -0.0533
C 4.97 0.53 -1.85 -0.1077
C -0.26 5.00 -0.22 -0.1493
C 0.22 2.70 -0.98 -0.4341
C -2.79 1.26 -0.85 -0.2257
C -2.95 0.46 -3.29 -0.0222
C 1.15 -0.08 3.21 -0.0914
C 1.91 -4.46 -4.36 -0.0942
C -1.47 6.15 1.52 -0.0936
C 2.63 4.46 -4.06 -0.0722
C 1.65 2.36 0.67 -0.5533
C -1.18 5.48 -1.15 -0.0193
C -0.42 5.34 1.12 -0.0302
C 3.70 0.91 -1.52 -0.1469
C 3.84 -1.15 -0.99 -0.2316
C -4.18 3.00 0.04 -0.0491
C 1.87 -3.53 -3.15 -0.2915
C 2.90 6.48 -2.80 -0.0818
C 0.86 4.08 -0.69 -0.2832
C 3.16 5.74 -3.94 -0.0943
H 3.30 7.49 -2.70 0.1007
H 2.58 4.22 0.62 0.1548
H 1.44 2.93 -3.14 0.1126
H 0.53 -2.26 -4.19 0.1333
H 1.92 6.53 -0.89 0.1201
H 2.82 3.88 -4.95 0.1032
H 0.29 4.96 1.85 0.1100
H -2.76 1.44 -3.73 0.0945
H -3.20 7.27 0.90 0.0975
H 5.86 -1.38 -1.59 0.1397
H -3.09 -1.95 -0.45 0.1140
H 1.48 -0.64 5.22 0.1590
H 2.00 -3.90 -5.29 0.0704
H -3.65 3.63 2.03 0.1050
H -4.99 3.70 -0.08 0.1110
H 3.75 6.16 -4.74 0.0988
H 2.81 -2.98 -3.07 0.1016
H -1.80 1.97 2.19 0.1163
H -2.65 -2.72 4.29 0.1183
H -1.57 6.41 2.57 0.0992
H 3.61 -2.15 -0.65 0.0980
H -1.07 5.21 -2.19 0.1237
H -4.79 -3.30 0.82 0.1097
H -2.94 6.65 -1.48 0.1017
H -4.41 2.17 -1.93 0.1102
H 2.76 -5.14 -4.29 0.0704
H 0.99 -5.06 -4.41 0.0747
H -2.50 -0.30 -3.92 0.0608
H 5.79 1.07 -2.28 0.1008
H -4.03 0.30 -3.25 0.0798
H 1.74 -4.10 -2.23 0.0745
H 3.25 1.89 -1.63 0.0810
H 1.97 0.57 2.95 0.1102

Version Q
84
Properties=species:S:1:pos:R:3:lowdin_charge:R:1 method="wB97M-V/def2-TZVPD" gap_ev="6.347 / 6.471" total_charge=0 e_homo_ha="-0.2416 / -0.2519" mol_weight_g_mol=738.74 spin_multiplicity=4
V -0.81 -0.28 -0.41 0.6876
S 2.15 -0.56 2.31 0.5685
O 1.56 -2.53 -1.18 0.0418
O 1.70 2.04 -1.04 0.0661
N 1.15 -0.23 -0.99 0.0664
N -0.67 0.87 1.27 -0.0419
N -1.14 1.45 -1.74 0.0072
N -2.80 -0.15 0.07 0.0110
N -1.20 -1.76 -1.76 0.0203
N -0.71 -1.91 0.82 0.0493
N -0.96 -4.14 0.93 0.1532
N -1.37 3.61 -2.07 0.0831
N 2.55 2.02 2.03 -0.0413
N -0.64 -3.61 2.13 0.0508
N -1.65 -4.00 -3.38 0.0984
N 0.37 1.49 1.83 -0.0015
N 2.99 -1.00 -2.10 0.1486
C 2.54 2.88 -5.06 -0.0859
C -0.80 3.10 -3.22 -0.0688
C -1.25 -3.00 -1.26 -0.1839
C 2.85 2.36 -3.81 -0.0395
C 3.13 0.44 -2.19 -0.2652
C 4.47 0.89 -1.60 -0.1292
C 1.86 -1.37 -1.39 -0.5277
C -1.58 -2.77 -3.88 -0.1033
C -3.02 0.57 1.20 -0.2255
C -1.38 -1.66 -3.09 -0.0734
C 2.32 4.07 3.39 -0.0922
C -3.87 -0.64 -0.59 -0.0968
C -0.99 -3.08 0.18 -0.3064
C 1.91 0.87 -1.32 -0.4408
C 6.78 1.57 -1.84 -0.0860
C 2.23 2.02 -6.12 -0.1011
C 2.23 0.65 -5.91 -0.0885
C -0.48 -2.28 2.06 -0.1560
C -4.31 0.80 1.66 -0.0086
C -5.39 0.28 0.98 -0.0573
C 2.54 0.13 -4.66 -0.0309
C -1.55 2.59 -1.21 -0.1563
C 5.86 1.17 0.35 -0.0719
C 6.93 1.54 -0.46 -0.0960
C -1.84 1.08 1.87 -0.2890
C 2.85 0.98 -3.60 -0.1586
C 1.60 1.04 2.01 -0.8552
C -5.17 -0.46 -0.18 -0.0591
C 2.28 3.45 2.00 -0.2532
C -1.50 -4.10 -2.06 -0.0483
C -1.96 1.80 3.18 -0.0287
C 5.55 1.25 -2.41 -0.0289
C -0.66 1.77 -3.00 -0.1273
C 4.64 0.84 -0.22 -0.0199
H -0.20 -1.65 2.88 0.0804
H 5.43 1.28 -3.49 0.1128
H -2.49 2.75 3.07 0.0870
H 1.99 2.43 -7.10 0.0973
H -0.97 2.00 3.57 0.0640
H -6.40 0.45 1.34 0.1104
H 2.02 5.12 3.36 0.0674
H 7.89 1.79 -0.01 0.0983
H 5.98 1.13 1.42 0.1027
H -0.20 1.05 -3.66 0.0998
H 2.54 -0.94 -4.50 0.1099
H -3.66 -1.20 -1.49 0.1065
H -0.48 -4.21 2.91 0.1577
H 3.02 3.93 1.35 0.1116
H -1.37 -0.67 -3.51 0.0934
H 2.00 -0.02 -6.73 0.0990
H 1.64 3.54 4.07 0.0686
H 3.33 4.02 3.82 0.0686
H 3.73 -1.65 -2.27 0.1596
H 1.31 3.59 1.55 0.0944
H -0.53 3.72 -4.06 0.1161
H 7.61 1.85 -2.47 0.0988
H -1.55 -5.09 -1.62 0.1241
H 3.42 1.71 2.42 0.0892
H 3.08 3.02 -2.98 0.1240
H -5.98 -0.88 -0.74 0.1064
H 3.81 0.53 0.41 0.0572
H -1.97 2.71 -0.23 0.1284
H -4.46 1.40 2.55 0.1076
H 2.55 3.95 -5.22 0.1018
H -1.68 -2.67 -4.95 0.1104
H -1.57 4.57 -1.89 0.1529
H -2.52 1.19 3.90 0.0852

Decreasing stability: version P, version Q